{"formula": "C9H7NO2", "method": "ωB97M-V/def2-TZVPD", "lumo_energy_ev": -0.840, "de_lowest_ev": 3.8408, "total_energy_ha": -552.2861, "charge": 0, "largest_force_ev_per_a": 8.19, "e_homo_ev": -9.755, "symbols": ["C", "C", "C", "C", "C", "C", "C", "C", "C", "H", "H", "H", "H", "H", "H", "H", "N", "O", "O"], "xyz": [[0.15659, -2.08197, 2.34335], [1.07099, -0.20369, 1.07383], [0.52972, 0.63380, -0.23187], [1.10042, 1.66402, -0.82921], [0.43071, 2.18657, -2.00915], [-0.70647, 1.50938, -2.34022], [-1.38833, 0.35491, -1.77338], [-0.55863, -0.10789, -0.58916], [-0.89497, -1.18389, 0.31810], [-0.02451, -1.46036, 3.60075], [-0.52530, -2.87177, 2.37916], [1.30488, -2.31551, 2.54047], [1.86951, 2.13551, -0.37870], [1.05084, 3.00191, -2.39140], [-1.42341, 1.90887, -2.92868], [-2.48539, -0.03718, -1.99123], [0.23414, -1.18756, 1.25250], [2.14838, 0.02840, 1.64401], [-1.88915, -1.97354, 0.31080]], "atomic_forces_ev_per_a": [[5.0609, 2.7262, 5.8268], [4.1043, 4.1381, -1.6299], [0.4592, -4.4692, 4.0435], [-2.6241, 1.0590, -3.4441], [2.8744, -1.5905, 3.4277], [-2.6108, -2.0243, 0.4181], [3.0047, -0.0385, 3.6987], [-4.2941, 1.5293, -4.8362], [-1.8798, -2.4036, 0.5770], [0.1470, -1.4247, -3.9784], [-0.8494, -1.0195, -0.8669], [-2.5685, -0.4480, -0.2747], [2.7291, 1.4374, 1.0956], [-1.4259, 0.0762, -0.8401], [-1.3703, 1.8838, -2.9631], [2.8355, 0.9892, 0.1887], [-5.2978, -2.8004, -0.2179], [-2.4757, -0.6426, -0.6534], [4.1812, 3.0221, 0.4288]], "nbo_charge": [-0.400, 0.689, -0.082, -0.169, -0.182, -0.234, -0.128, -0.168, 0.686, 0.169, 0.244, 0.237, 0.224, 0.243, 0.208, 0.265, -0.488, -0.574, -0.542]}


{"formula": "C9H7NO3Sr", "method": "ωB97M-V/def2-TZVPD", "lumo_energy_ev": -8.658, "de_lowest_ev": 1.1829, "total_energy_ha": -657.7448, "charge": 2, "largest_force_ev_per_a": 6.10, "e_homo_ev": -14.795, "symbols": ["O", "C", "Sr", "C", "C", "O", "O", "N", "C", "C", "C", "C", "C", "C", "H", "H", "H", "H", "H", "H", "H"], "xyz": [[-0.05345, 3.12797, -3.86707], [0.05950, 2.04659, -3.47915], [0.38909, -0.39230, -2.53629], [2.51327, -1.47424, -3.75184], [-1.92202, -1.18724, -3.50629], [3.47676, -1.97590, -4.14991], [-2.92639, -1.59275, -3.90872], [-0.57777, 0.56992, -0.40525], [-0.09145, 0.08474, 0.85805], [0.95270, 0.76425, 1.49670], [0.95904, 0.75884, 2.89592], [0.04850, -0.05009, 3.59267], [-0.76131, -0.96304, 2.89914], [-0.77054, -0.95865, 1.49973], [-0.42995, 1.57805, -0.52459], [-1.58893, 0.40877, -0.52298], [1.70239, 1.29979, 0.90946], [1.68167, 1.36555, 3.44611], [0.01291, -0.01223, 4.68377], [-1.36672, -1.68560, 3.45428], [-1.30731, -1.71242, 0.91624]], "atomic_forces_ev_per_a": [[0.4572, -4.6396, 1.6756], [-0.5488, 5.4925, -2.0527], [0.4774, -0.4525, 0.8918], [5.0980, -2.6341, -2.0659], [-5.2694, -2.1409, -2.1421], [-4.3714, 2.2754, 1.7292], [4.4168, 1.8217, 1.7722], [-0.1338, -0.0704, -1.9477], [0.2757, -0.2905, 0.8607], [-0.6158, 0.1376, 0.3167], [0.1607, -0.6076, -0.0145], [-0.0110, -0.0023, -0.1659], [0.5825, -0.1762, 0.0120], [-0.1452, 0.5881, 0.3135], [-0.1666, -0.3422, 0.6007], [0.5047, 0.2042, 0.5692], [-0.4374, 0.3926, 0.2667], [-0.2076, -0.2462, -0.2271], [0.0250, -0.0272, -0.4067], [0.2757, 0.2415, -0.2650], [-0.3667, 0.4761, 0.2792]], "nbo_charge": [-0.309, 0.370, 1.764, 0.367, 0.369, -0.310, -0.306, -0.988, 0.098, -0.271, -0.167, -0.189, -0.167, -0.271, 0.410, 0.412, 0.217, 0.250, 0.251, 0.251, 0.217]}


{"formula": "C9H7NO4S", "method": "ωB97M-V/def2-TZVPD", "lumo_energy_ev": [-2.230, -2.217], "de_lowest_ev": 3.1707, "total_energy_ha": -1100.8487, "charge": 0, "largest_force_ev_per_a": 4.22, "e_homo_ev": [-9.179, -9.743], "symbols": ["C", "C", "C", "C", "C", "C", "C", "C", "C", "N", "O", "O", "O", "O", "S", "H", "H", "H", "H", "H", "H", "H"], "xyz": [[2.53991, 2.24752, 1.27256], [1.22018, 2.70717, 1.13824], [2.92254, 1.05421, 0.71790], [0.25047, 1.88978, 0.50625], [1.97284, 0.27657, 0.08723], [0.58135, 0.62217, 0.16480], [-1.56804, -0.20178, -0.90790], [-0.36454, -0.27281, -0.42468], [-2.57585, -1.26348, -1.18522], [-2.98421, -1.95235, -0.08010], [-3.10610, -1.58513, -2.25899], [1.19647, -2.46795, 0.80671], [0.29107, -2.78280, -1.47428], [-3.91082, -2.81607, -0.39749], [0.09713, -2.25451, -0.12209], [3.23966, 2.85310, 1.66792], [0.88007, 3.61106, 1.58489], [3.82656, 0.59268, 0.78716], [-0.87182, 2.21385, 0.64441], [2.35440, -0.64778, -0.13254], [-1.92498, 0.76582, -1.03533], [-4.06631, -2.58928, -1.35945]], "atomic_forces_ev_per_a": [[-2.6338, -0.2246, -1.4647], [0.0673, -1.5069, -0.6877], [-3.0249, 0.1856, -0.8317], [-2.0190, 2.3613, 2.8517], [-1.4436, 1.9091, 2.0533], [2.3895, -0.9319, -2.3998], [-0.8464, -0.7055, -0.4384], [0.6465, -3.0600, 1.2036], [-0.1087, -0.6422, -1.5741], [0.1715, -0.4956, 2.0852], [0.8211, 1.3482, 0.1455], [-0.7118, 0.4441, -0.0272], [-0.4629, 0.3555, 0.6642], [-0.0707, 0.2825, 0.1133], [0.7109, 0.2135, -1.0444], [2.1731, 1.9696, 1.7389], [0.0969, 0.6995, 0.1379], [2.8076, -0.4675, 0.3259], [2.3183, -0.6801, -0.6985], [0.0769, -2.3342, -1.1763], [-0.7900, 1.7923, -0.6149], [-0.1679, -0.5129, -0.3618]], "nbo_charge": [-0.178, -0.196, -0.188, -0.166, -0.144, -0.173, -0.317, 0.016, 0.525, -0.074, -0.540, -0.858, -0.845, -0.396, 1.725, 0.208, 0.219, 0.215, 0.220, 0.224, 0.245, 0.477]}


{"formula": "C9H8BrClFNOS", "method": "ωB97M-V/def2-TZVPD", "lumo_energy_ev": 0.624, "total_energy_ha": -4009.8718, "charge": 0, "largest_force_ev_per_a": 3.97, "e_homo_ev": -9.457, "smiles": "N=[S@](=O)(c1ccc(F)c(Br)c1)C1(Cl)CC1", "symbols": ["C", "C", "C", "C", "C", "C", "C", "C", "C", "N", "O", "F", "S", "Cl", "Br", "H", "H", "H", "H", "H", "H", "H", "H"], "xyz": [[-1.93314, -2.24370, 0.42651], [-0.75158, -1.65244, 0.09376], [-1.84093, 0.36142, -0.44080], [-3.12771, -1.50838, 0.37782], [-0.68146, -0.30374, -0.28444], [-3.07441, -0.22835, -0.05324], [3.16286, 1.39928, 0.44913], [2.68491, 0.09321, 1.02227], [1.68356, 1.05498, 0.52852], [0.15843, 1.67479, -1.82970], [1.68925, -0.31054, -1.65305], [-4.29190, -2.03027, 0.74479], [0.76493, 0.55794, -1.02562], [0.52448, 2.00290, 1.44047], [-4.57970, 0.88649, -0.04519], [-2.06019, -3.34817, 0.69963], [0.17935, -2.32278, 0.35381], [-1.69666, 1.28366, -1.06097], [3.49809, 2.28388, 1.03591], [3.62636, 1.47355, -0.49438], [2.79273, -0.79161, 0.41309], [2.83720, -0.22597, 2.07594], [0.43553, 1.89386, -2.77427]], "atomic_forces_ev_per_a": [[-1.7373, -1.9261, 0.3867], [3.2337, -1.6627, 1.5834], [-1.3829, 0.8229, -0.9232], [0.7603, -0.3052, 0.0054], [0.8344, -0.9543, -0.7869], [0.8982, 2.1045, -0.5385], [-0.8481, 1.0935, 0.8823], [0.6640, -0.9177, 1.2898], [-0.9849, 0.7390, -1.2454], [-0.3281, 0.2036, 1.0746], [1.2274, -2.0599, -0.9146], [0.0217, -0.3868, 0.0760], [-0.4192, 1.0898, 0.6598], [0.5067, 0.0323, 0.6566], [-0.3907, -0.0079, -0.1212], [0.6026, 1.7836, -0.2797], [-1.6344, 1.6399, -1.0881], [-0.9531, -0.4601, 1.1167], [-0.5189, -1.1197, 0.1724], [0.2782, -0.5433, -1.1859], [0.1139, 0.1242, -0.4515], [-0.4195, 0.9696, -0.5887], [0.4763, -0.2591, 0.2202]], "nbo_charge": [-0.271, -0.174, -0.200, 0.375, -0.314, -0.161, -0.412, -0.435, -0.304, -1.203, -0.960, -0.297, 2.065, 0.018, 0.098, 0.244, 0.238, 0.295, 0.240, 0.236, 0.255, 0.243, 0.424]}


{"formula": "C9H8BrN2O2", "method": "ωB97M-V/def2-TZVPD", "lumo_energy_ev": -4.463, "de_lowest_ev": 0.0000, "total_energy_ha": -3181.4620, "charge": 1, "largest_force_ev_per_a": 2.05, "e_homo_ev": -11.843, "symbols": ["C", "C", "C", "C", "C", "C", "C", "C", "C", "N", "N", "O", "O", "Br", "H", "H", "H", "H", "H", "H", "H", "H"], "xyz": [[1.68062, -3.60508, -0.61643], [1.54964, -3.15433, 0.69128], [1.38827, -2.76659, -1.68728], [1.11112, -1.87390, 0.94218], [0.93320, -1.48559, -1.46365], [0.77694, -1.02902, -0.13936], [0.19656, 0.18815, 0.13893], [-2.51464, 2.80775, -1.40481], [-1.24665, 2.02791, 0.79381], [-0.22076, 1.21152, 0.55799], [-0.82590, 3.40382, 1.23431], [-2.46288, 3.85144, -0.92066], [-2.56146, 1.79409, -1.92314], [-2.51676, 1.31176, 2.13020], [2.00884, -4.61648, -0.79889], [1.77680, -3.80959, 1.52067], [1.49855, -3.12629, -2.69796], [0.98987, -1.51348, 1.95228], [0.68944, -0.82530, -2.28354], [0.16653, 3.57737, 1.03637], [-1.00814, 3.55471, 2.23860], [-1.40919, 4.07716, 0.69911]], "atomic_forces_ev_per_a": [[-0.0556, 0.2055, 0.0356], [0.0175, -0.1016, 0.1848], [0.0203, -0.0100, -0.0757], [-0.1013, 0.1568, -0.2002], [-0.0995, 0.1559, 0.1748], [0.5104, -1.2598, -0.1203], [-0.3787, 1.8560, 0.7960], [0.1255, -0.1516, 0.0680], [-1.0818, 0.3758, 1.1423], [0.6571, -1.5684, -0.9550], [-0.2756, -0.0026, 0.2595], [-0.1765, 1.7547, 0.4456], [-0.1962, -1.4274, -0.8726], [0.6344, 0.4112, -0.7209], [0.0500, -0.0853, -0.0463], [0.0349, -0.0159, -0.0224], [0.0271, -0.0154, -0.0893], [0.0008, 0.0083, 0.0852], [-0.0489, -0.0255, -0.0518], [-0.2405, 0.0266, 0.0219], [0.2250, -0.0157, -0.2312], [0.3518, -0.2717, 0.1719]], "nbo_charge": [-0.102, -0.217, -0.215, -0.098, -0.097, -0.250, 0.557, 1.057, -0.094, -0.341, -0.716, -0.578, -0.480, 0.032, 0.239, 0.243, 0.243, 0.234, 0.238, 0.440, 0.437, 0.468]}


{"formula": "C9H8Cl2N7SW", "method": "ωB97M-V/def2-TZVPD", "lumo_energy_ev": [-12.552, -12.553], "total_energy_ha": -2115.5824, "charge": 3, "largest_force_ev_per_a": 0.25, "e_homo_ev": [-18.581, -18.581], "symbols": ["W", "N", "N", "C", "N", "S", "H", "H", "H", "H", "H", "N", "C", "N", "C", "N", "Cl", "C", "C", "C", "C", "C", "Cl", "C", "N", "H", "H", "H"], "xyz": [[-0.62378, 0.01548, -0.40897], [-0.94680, 0.16224, -2.70011], [-0.98900, -1.12846, -3.28613], [-0.47351, -2.18971, -2.65770], [-0.43419, -3.35544, -3.23712], [0.21178, -2.04824, -1.03579], [-1.86555, 0.59307, -2.84856], [-0.26869, 0.72844, -3.21896], [-1.32971, -1.18186, -4.24167], [-0.74997, -3.51735, -4.18897], [-0.07149, -4.16503, -2.74466], [-6.20384, -0.66343, 3.06433], [-5.30140, -0.52611, 2.36451], [-4.26805, -0.37059, 1.56281], [-3.37188, -0.23897, 0.84096], [-2.40453, -0.11862, 0.03742], [1.43086, -0.65860, 3.85381], [2.01912, 0.53673, 2.81258], [3.12755, 1.32132, 3.13877], [3.59120, 2.28665, 2.26619], [2.97658, 2.54506, 1.01689], [1.93173, 1.74159, 0.71796], [0.90688, 1.98071, -0.75791], [1.41614, 0.73080, 1.55916], [0.32262, 0.10478, 1.06455], [3.61534, 1.16779, 4.09236], [4.43884, 2.89574, 2.55419], [3.31374, 3.35203, 0.38007]], "atomic_forces_ev_per_a": [[-0.0353, -0.0131, 0.0397], [0.0051, -0.0159, 0.0089], [0.0056, 0.0216, 0.0456], [-0.0084, -0.0260, -0.0517], [0.0038, 0.0099, 0.0097], [-0.0055, -0.0179, -0.0183], [-0.0008, 0.0040, -0.0049], [0.0021, 0.0066, 0.0006], [0.0002, -0.0095, -0.0033], [0.0011, -0.0036, -0.0009], [-0.0011, -0.0034, -0.0013], [0.0050, -0.0037, 0.0090], [0.0163, 0.0285, -0.0388], [-0.0974, 0.0259, -0.0252], [0.1922, -0.0981, 0.1194], [-0.0799, 0.0684, -0.1038], [0.0038, 0.0037, -0.0053], [0.0127, -0.0046, 0.0396], [-0.0147, -0.0035, -0.0187], [0.0093, 0.0105, -0.0018], [-0.0056, -0.0067, 0.0033], [0.0254, -0.0014, 0.0220], [-0.0166, 0.0208, -0.0106], [-0.0714, -0.0120, -0.0538], [0.0472, 0.0107, 0.0373], [0.0016, 0.0031, 0.0001], [-0.0001, 0.0019, -0.0031], [0.0057, 0.0037, 0.0063]], "nbo_charge": [1.471, -0.652, -0.405, 0.366, -0.665, 0.148, 0.446, 0.439, 0.451, 0.457, 0.467, -0.044, 0.332, -0.299, 0.791, -0.767, 0.189, 0.050, -0.202, -0.062, -0.250, 0.131, 0.157, -0.088, -0.317, 0.287, 0.280, 0.289]}